The following is a quantum chemistry calculation of C4H7NS in the gas phase at a distorted geometry, from OMol25.

Output
- net charge = 0
- orbital gap (eV) = 8.538
- structure (SMILES) = C/C=C\C(N)=S
- energy relative to the best compared isomer or geometry (same formula, charge and spin) (kcal per mole) = 17.1
- HOMO level (eV) = -8.2

Last columns: bonded neighbours and bond lengths (Å).
CARTESIAN COORDINATES (ANGSTROEM)
1 C -1.63 -0.44 -0.19  C2 1.482, H5 1.055, H6 1.099, H7 1.069
2 C -0.96 0.78 0.33  C1 1.482, C3 1.336, H8 1.154
3 C 0.34 0.98 0.55  C2 1.336, C4 1.475, H9 1.087
4 C 1.44 0.02 0.35  C3 1.475, N12 1.332, S13 1.691
5 H -1.92 -0.32 -1.19  C1 1.055
6 H -0.95 -1.31 -0.18  C1 1.099
7 H -2.41 -0.69 0.50  C1 1.069
8 H -1.61 1.69 0.60  C2 1.154
9 H 0.66 1.91 1.02  C3 1.087
10 H 0.70 -0.52 -1.43  N12 1.000
11 H 2.23 -1.22 -1.05  N12 0.989
12 N 1.44 -0.70 -0.77  C4 1.332, H10 1.000, H11 0.989
13 S 2.68 -0.18 1.47  C4 1.691


The following is a quantum chemistry calculation of a gas-phase ion, C5H10Br2N (charge +1) at a distorted geometry, from OMol25.

Output
- net charge = +1
- orbital gap (eV) = 10.535
- structure (SMILES) = C[N@@H+]1CCC(Br)(Br)C1
- energy relative to the best compared isomer or geometry (same formula, charge and spin) (kcal per mole) = 0.0
- HOMO level (eV) = -14.0

Last columns: bonded neighbours and bond lengths (Å).
CARTESIAN COORDINATES (ANGSTROEM)
1 C -1.54 0.05 -0.76  C2 1.547, C4 1.537, H9 1.141, H10 1.089
2 C -0.07 0.34 -1.14  C1 1.547, N6 1.515, H11 1.228, H12 1.151
3 C 0.02 0.21 1.12  C4 1.622, N6 1.443, H13 1.067, H14 1.078
4 C -1.49 -0.25 0.74  C1 1.537, C3 1.622, Br7 2.039, Br8 1.988
5 C 2.16 -0.05 0.10  N6 1.470, H15 1.118, H16 1.127, H17 1.130
6 N 0.72 -0.32 -0.03  C2 1.515, C3 1.443, C5 1.470, H18 1.087
7 Br -1.81 -2.22 1.15  C4 2.039
8 Br -2.94 0.83 1.57  C4 1.988
9 H -2.07 0.99 -1.12  C1 1.141
10 H -1.79 -0.74 -1.47  C1 1.089
11 H 0.24 -0.05 -2.26  C2 1.228
12 H 0.15 1.47 -1.17  C2 1.151
13 H -0.10 1.27 1.07  C3 1.067
14 H 0.36 -0.28 2.02  C3 1.078
15 H 2.64 0.03 -0.90  C5 1.118
16 H 2.38 0.90 0.66  C5 1.127
17 H 2.71 -0.86 0.67  C5 1.130
18 H 0.42 -1.34 -0.27  N6 1.087


The following is a quantum chemistry calculation of 10 unconnected molecules or ions with the total composition C22H52Cl8N4O6 at a distorted geometry, from OMol25.

Output
- net charge = 0
- orbital gap (eV) = 9.456
- structure (SMILES) = CC(N)=O.CC(N)=O.CC(N)=O.CC(N)=O.CC(C)O.CC(C)O.ClCCCl.ClCCCl.ClCCCl.ClCCCl
- HOMO level (eV) = -9.3

Last columns: bonded neighbours and bond lengths (Å).
CARTESIAN COORDINATES (ANGSTROEM)
1 Cl -20.10 -3.27 -16.33  C2 1.789
2 C -18.96 -4.66 -16.37  Cl1 1.789, C3 1.506, H5 1.088, H6 1.089
3 C -19.46 -5.86 -15.61  C2 1.506, Cl4 1.774, H7 1.091, H8 1.086
4 Cl -19.42 -5.65 -13.85  C3 1.774
5 H -18.06 -4.24 -15.93  C2 1.088
6 H -18.73 -4.85 -17.41  C2 1.089
7 H -18.75 -6.66 -15.84  C3 1.091
8 H -20.46 -6.19 -15.89  C3 1.086
9 Cl -22.86 -3.74 -17.77  C10 1.775
10 C -24.57 -3.30 -17.68  Cl9 1.775, C11 1.517, H13 1.086, H14 1.093
11 C -24.81 -1.88 -17.20  C10 1.517, Cl12 1.759, H15 1.092, H16 1.086
12 Cl -24.06 -1.56 -15.64  C11 1.759
13 H -25.04 -4.08 -17.09  C10 1.086
14 H -24.97 -3.32 -18.70  C10 1.093
15 H -25.89 -1.78 -17.11  C11 1.092
16 H -24.45 -1.12 -17.89  C11 1.086
17 Cl -24.00 -4.48 -21.19  C18 1.797
18 C -25.54 -4.59 -22.11  Cl17 1.797, C19 1.512, H21 1.089, H22 1.087
19 C -26.67 -3.92 -21.36  C18 1.512, Cl20 1.786, H23 1.087, H24 1.088
20 Cl -26.35 -2.20 -21.03  C19 1.786
21 H -25.74 -5.65 -22.27  C18 1.089
22 H -25.41 -4.13 -23.09  C18 1.087
23 H -26.82 -4.33 -20.36  C19 1.087
24 H -27.62 -3.97 -21.89  C19 1.088
25 Cl -18.42 -9.60 -20.68  C26 1.762
26 C -18.13 -10.09 -19.01  Cl25 1.762, C27 1.523, H29 1.090, H30 1.089
27 C -19.27 -9.70 -18.08  C26 1.523, Cl28 1.786, H31 1.092, H32 1.085
28 Cl -20.82 -10.45 -18.55  C27 1.786
29 H -17.22 -9.57 -18.70  C26 1.090
30 H -17.95 -11.16 -18.96  C26 1.089
31 H -19.36 -8.62 -18.18  C27 1.092
32 H -19.10 -9.98 -17.04  C27 1.085
33 C -20.51 -4.59 -20.62  C34 1.530, H37 1.088, H38 1.091, H39 1.092
34 C -20.45 -6.06 -20.23  C33 1.530, C35 1.520, O36 1.426, H40 1.093
35 C -21.81 -6.58 -19.80  C34 1.520, H41 1.093, H42 1.093, H43 1.089
36 O -19.94 -6.86 -21.30  C34 1.426, H44 0.979
37 H -21.33 -4.43 -21.33  C33 1.088
38 H -19.54 -4.28 -21.03  C33 1.091
39 H -20.64 -4.02 -19.70  C33 1.092
40 H -19.74 -6.13 -19.40  C34 1.093
41 H -22.61 -6.30 -20.49  C35 1.093
42 H -22.12 -6.16 -18.84  C35 1.093
43 H -21.86 -7.66 -19.69  C35 1.089
44 H -20.50 -6.71 -22.09  O36 0.979
45 C -18.08 -6.31 -25.67  C46 1.525, H49 1.098, H50 1.090, H51 1.094
46 C -18.56 -7.74 -25.52  C45 1.525, C47 1.514, O48 1.424, H52 1.091
47 C -18.30 -8.29 -24.13  C46 1.514, H53 1.097, H54 1.091, H55 1.093
48 O -19.94 -7.76 -25.87  C46 1.424, H56 0.965
49 H -18.32 -5.94 -26.68  C45 1.098
50 H -17.00 -6.18 -25.61  C45 1.090
51 H -18.71 -5.63 -25.09  C45 1.094
52 H -18.10 -8.38 -26.28  C46 1.091
53 H -18.62 -9.33 -24.00  C47 1.097
54 H -18.84 -7.77 -23.34  C47 1.091
55 H -17.24 -8.39 -23.89  C47 1.093
56 H -20.44 -7.27 -25.20  O48 0.965
57 O -24.17 -9.19 -23.80  C58 1.231
58 C -23.28 -9.60 -23.06  O57 1.231, N59 1.355, C60 1.497
59 N -23.49 -9.73 -21.73  C58 1.355, H61 1.017, H62 1.007
60 C -21.95 -10.02 -23.60  C58 1.497, H63 1.087, H64 1.090, H65 1.091
61 H -24.27 -9.20 -21.34  N59 1.017
62 H -22.65 -9.79 -21.18  N59 1.007
63 H -21.44 -10.79 -23.02  C60 1.087
64 H -21.32 -9.14 -23.72  C60 1.090
65 H -22.08 -10.37 -24.62  C60 1.091
66 O -21.72 -6.36 -23.41  C67 1.237
67 C -22.59 -5.77 -24.05  O66 1.237, N68 1.344, C69 1.517
68 N -23.77 -6.34 -24.36  C67 1.344, H70 1.006, H71 1.022
69 C -22.36 -4.33 -24.47  C67 1.517, H72 1.089, H73 1.086, H74 1.091
70 H -24.31 -5.91 -25.08  N68 1.006
71 H -23.96 -7.31 -24.12  N68 1.022
72 H -21.39 -4.07 -24.06  C69 1.089
73 H -23.13 -3.68 -24.05  C69 1.086
74 H -22.24 -4.29 -25.55  C69 1.091
75 O -25.69 -8.23 -20.32  C76 1.223
76 C -25.87 -7.65 -19.26  O75 1.223, N77 1.357, C78 1.514
77 N -24.87 -7.46 -18.36  C76 1.357, H79 1.007, H80 1.002
78 C -27.21 -7.04 -18.91  C76 1.514, H81 1.088, H82 1.087, H83 1.093
79 H -23.94 -7.67 -18.69  N77 1.007
80 H -25.09 -7.19 -17.42  N77 1.002
81 H -27.84 -7.77 -18.40  C78 1.088
82 H -27.70 -6.61 -19.79  C78 1.087
83 H -27.05 -6.17 -18.27  C78 1.093
84 O -15.29 -5.32 -20.33  C85 1.225
85 C -16.34 -5.68 -20.83  O84 1.225, N86 1.347, C87 1.512
86 N -17.03 -6.71 -20.30  C85 1.347, H88 1.013, H89 1.006
87 C -16.81 -5.06 -22.13  C85 1.512, H90 1.086, H91 1.089, H92 1.093
88 H -17.99 -6.93 -20.54  N86 1.013
89 H -16.73 -7.06 -19.41  N86 1.006
90 H -16.18 -5.30 -22.98  C87 1.086
91 H -16.81 -3.99 -21.96  C87 1.089
92 H -17.84 -5.39 -22.34  C87 1.093


Number 1: LUMO level 0.34 eV. Number 2: LUMO level -3.46 eV. Number 3: LUMO level 0.13 eV.